No. 1
ORCA calculation (wB97M-V/def2-TZVPD) on an isolated ion of composition C18H28N5O and charge +1.

Each line ends with the Mulliken charge.
Cartesian coordinates (Å):
C: -6.75700 -2.23018 -1.27536  -1.000
H: -7.09526 -2.67462 -2.20826  0.349
C: -7.78950 -1.23383 -0.76365  -0.438
C: -7.41500 -0.61355 0.58278  -0.831
C: -6.19862 0.30756 0.52198  -0.656
H: -6.18797 0.96799 1.39920  0.499
H: -6.23400 0.92408 -0.38565  0.431
O: -5.02264 -0.48900 0.52315  -0.279
C: -3.81916 0.09656 0.47032  0.469
C: -3.58835 1.47268 0.41158  -0.345
C: -2.29655 1.95873 0.35466  -1.087
C: -1.20929 1.09389 0.34784  0.321
C: -1.43116 -0.27992 0.43360  -0.315
C: -2.71692 -0.76800 0.48786  -0.574
H: -2.90305 -1.82730 0.55860  0.448
H: -0.59931 -0.96466 0.49766  0.542
N: 0.09400 1.64019 0.30576  -0.148
H: 0.23904 2.50966 0.80182  0.274
C: 1.14681 1.21257 -0.39489  0.376
N: 2.24244 1.94702 -0.28586  -0.573
C: 3.47102 1.60005 -0.60021  0.500
N: 3.85590 0.33958 -0.87019  -0.532
C: 4.32542 -0.61435 -0.18313  0.727
C: 4.64592 -0.52664 1.27130  -0.608
H: 4.42575 0.47073 1.65816  0.344
C: 6.12355 -0.88652 1.49004  -0.705
C: 6.43584 -2.25020 0.88527  -0.590
C: 6.11751 -2.25781 -0.60507  -0.703
H: 6.32442 -3.23860 -1.03257  0.355
H: 6.74615 -1.52900 -1.12039  0.320
C: 4.63980 -1.90970 -0.84416  -0.761
H: 4.42491 -1.85603 -1.91139  0.338
H: 4.02022 -2.69129 -0.39825  0.348
H: 7.49080 -2.48164 1.03433  0.321
H: 5.85082 -3.02046 1.39166  0.325
H: 6.75448 -0.12544 1.02573  0.329
H: 6.33401 -0.88721 2.55955  0.336
H: 4.02767 -1.25162 1.80668  0.355
N: 4.36945 2.58114 -0.73435  -0.368
H: 4.05348 3.53571 -0.71035  0.246
H: 5.32655 2.38085 -0.96663  0.231
N: 1.03518 0.14345 -1.20337  -0.328
H: 0.11621 -0.18871 -1.45218  0.291
H: 1.80601 -0.07608 -1.81390  0.222
H: -2.13074 3.02470 0.31169  0.360
H: -4.40845 2.17145 0.41423  0.434
H: -8.25884 -0.02694 0.94922  0.387
H: -7.20874 -1.40308 1.30676  0.267
H: -8.74720 -1.74444 -0.64746  0.313
H: -7.92861 -0.43863 -1.49988  0.292
H: -6.60742 -3.02563 -0.54959  0.287
H: -5.80082 -1.74583 -1.45206  0.203

Forces on atoms 1 to 2 (eV/Å):
-0.1718 0.1287 -0.1042
0.0228 -0.0904 -0.0827

Results
total charge: +1
M: 330.5 g/mol
electronic energy: -1051.5532 Eh
Kohn-Sham gap: 8.5 eV

No. 2
ORCA calculation (wB97M-V/def2-TZVPD) on C18H29B4BrCl30O5 as an isolated structure in a non-equilibrium geometry.

Each line ends with the Mulliken charge.
Cartesian coordinates (Å):
C: -3.32776 -2.69583 0.81039  -0.329
O: -2.46999 -3.32558 -0.11980  -0.417
C: -1.87958 -2.37360 -0.98751  -0.147
C: -0.73509 -3.02015 -1.74101  -0.234
C: -0.04862 -1.96213 -2.64071  -0.807
B: 0.93321 -1.09110 -1.77587  0.374
O: 1.16915 0.25279 -2.09503  -0.712
B: 1.13049 0.96828 -0.91155  0.181
C: 1.77165 2.37847 -0.67437  -0.490
C: 1.54508 3.34545 -1.87030  -0.503
C: 0.30380 4.20070 -1.61870  -0.358
Br: 0.56031 5.50975 -0.20879  -0.199
O: 0.49897 0.30225 0.16352  0.048
B: 1.32496 -0.80353 0.43376  -0.107
B: 1.99744 -0.94142 1.98693  0.646
C: 2.60925 0.35075 2.66041  -0.958
O: 2.04474 -2.12942 2.70652  -0.698
O: 1.55313 -1.64155 -0.64469  0.008
H: -4.14774 -3.35178 1.10311  0.333
H: -2.77477 -2.46877 1.73671  -0.011
H: -3.69083 -1.73031 0.43834  0.184
H: -1.52969 -1.52827 -0.37116  0.213
H: -2.61481 -1.97069 -1.69996  0.209
H: -1.14386 -3.81194 -2.37726  0.438
H: -0.03433 -3.50102 -1.05736  -0.041
H: -0.85283 -1.34146 -3.05279  0.341
H: 0.45803 -2.41770 -3.49718  0.386
H: 2.83415 2.26748 -0.43054  0.346
H: 1.29958 2.78250 0.22729  0.194
H: 2.42819 3.96401 -2.02860  0.355
H: 1.31191 2.73113 -2.74585  0.207
H: -0.50532 3.53158 -1.32328  0.368
H: 0.04746 4.71144 -2.54420  0.112
H: 2.65347 0.24475 3.75141  0.279
H: 3.63586 0.51299 2.30582  0.336
H: 2.03024 1.25065 2.44028  0.197
H: 2.68956 -1.97919 3.41226  0.297
C: 2.37924 -5.60617 0.27271  0.674
Cl: 0.81830 -6.28905 0.72647  -0.138
Cl: 3.64407 -6.14176 1.38337  -0.160
Cl: 2.78225 -6.02655 -1.39174  -0.059
H: 2.30689 -4.52711 0.33825  -0.343
C: -6.67441 -0.56161 -0.58624  -0.047
Cl: -5.26119 -0.24757 -1.59492  -0.092
Cl: -7.03250 -2.28623 -0.53449  -0.109
Cl: -6.42964 0.07386 1.04204  -0.115
H: -7.52203 -0.05224 -1.02489  0.359
C: -1.49468 -1.69900 4.55774  -0.064
Cl: 0.03298 -1.74090 3.63957  0.100
Cl: -2.20761 -3.30417 4.65212  -0.132
Cl: -1.19893 -1.03505 6.17183  -0.171
H: -2.19540 -1.04596 4.05135  0.264
C: -0.58677 2.56451 5.83630  0.630
Cl: -1.74167 3.47619 6.81012  -0.117
Cl: -0.46340 3.23996 4.21211  -0.105
Cl: 0.99977 2.52492 6.61568  -0.144
H: -0.94199 1.54648 5.75215  -0.265
C: 1.15963 4.03700 9.97417  0.483
Cl: 0.50707 5.67374 9.86946  -0.121
Cl: 2.91214 4.06155 9.75945  -0.138
Cl: 0.72487 3.27888 11.50608  -0.109
H: 0.73226 3.44892 9.17235  -0.114
C: -3.17590 4.90455 11.57099  -0.029
Cl: -4.85702 4.57014 11.99093  -0.130
Cl: -2.07601 4.16107 12.72789  -0.098
Cl: -2.81330 4.33706 9.93883  -0.038
H: -3.02716 5.97591 11.59935  0.296
C: 0.09814 6.46274 -5.55646  -0.121
Cl: -1.64207 6.69949 -5.36185  -0.129
Cl: 0.99388 7.63798 -4.59531  -0.120
Cl: 0.56399 4.82001 -5.10969  -0.041
H: 0.34546 6.61502 -6.59901  0.404
C: 2.40863 -7.28849 -5.35239  -0.021
Cl: 1.16937 -6.64071 -4.27741  -0.078
Cl: 2.30112 -6.55860 -6.95473  -0.071
Cl: 4.01683 -7.04103 -4.66647  -0.140
H: 2.24454 -8.35317 -5.45321  0.308
C: -1.22689 3.28344 -8.89423  0.010
Cl: -0.33528 2.04687 -8.00679  -0.111
Cl: -2.66319 2.59691 -9.65167  -0.123
Cl: -1.66127 4.62246 -7.82825  -0.068
H: -0.58425 3.66733 -9.67541  0.290
C: 4.75698 -5.03588 -9.86958  0.038
Cl: 4.84759 -3.31230 -9.50692  -0.117
Cl: 5.79121 -5.95904 -8.77945  -0.107
Cl: 3.08974 -5.60662 -9.77968  -0.124
H: 5.11023 -5.18734 -10.88079  0.314

Forces on atoms 1 to 2 (eV/Å):
0.3922 0.2959 0.6157
-0.3779 0.1315 -0.2313

Results
M: 1512.2 g/mol
electronic energy: -17558.8717 Eh
Kohn-Sham gap: 9.8 eV

No. 3
ORCA calculation (wB97M-V/def2-TZVPD) on C18H29BrF9NO3S as an isolated structure in a non-equilibrium geometry.

Each line ends with the Mulliken charge.
Cartesian coordinates (Å):
C: 4.58229 -0.81788 1.71415  -1.539
C: 3.57604 -0.05594 0.68006  1.334
C: 3.93633 1.51701 0.90152  -1.260
C: 2.10750 -0.41245 1.20298  -1.814
C: 0.92460 -0.34288 0.14257  2.690
C: -0.24071 -1.39438 0.59980  -1.979
C: -0.86440 -1.08121 2.03662  -0.602
C: -2.26238 -0.30798 2.02137  -0.526
C: -3.40668 -0.99966 1.14667  -0.759
C: -4.64361 -0.00755 0.84636  0.845
F: -5.25205 0.18333 2.15337  -0.366
F: -4.22441 1.29079 0.45858  -0.287
C: -5.77809 -0.65226 -0.06287  0.718
F: -5.93585 -2.01078 0.31966  -0.228
F: -7.00457 0.00967 0.29271  -0.269
S: -5.56619 -0.49248 -1.94274  1.101
F: -5.82874 1.20300 -1.94617  -0.302
F: -3.85141 -0.36574 -1.86590  -0.253
F: -5.41397 -2.19785 -2.04301  -0.314
F: -7.26796 -0.70169 -2.11264  -0.324
F: -5.45528 -0.43368 -3.66981  -0.303
C: 0.20150 1.06744 -0.05993  -0.598
C: 0.19847 2.06270 1.19048  -0.815
O: 1.17470 3.12329 0.93606  -0.236
C: 0.57021 4.22484 0.26610  0.056
O: -0.18673 4.12118 -0.71390  -0.440
C: 1.42030 -0.84974 -1.29525  -2.019
C: 2.89562 -0.38053 -1.70746  1.393
C: 3.32312 -1.36848 -2.93490  -1.411
C: 2.91369 1.09558 -2.38860  -1.560
N: 3.93894 -0.57232 -0.66338  0.663
O: 4.36791 -1.81113 -0.64397  -0.596
H: 4.25777 -1.89092 1.91966  0.314
H: 4.54045 -0.25967 2.72172  0.352
H: 5.65782 -0.74287 1.34310  0.446
H: 3.93817 2.11490 -0.06139  0.271
H: 3.29790 1.95520 1.73412  0.172
H: 5.02032 1.55162 1.29377  0.411
H: 1.94497 0.20096 2.15934  0.264
H: 2.15927 -1.50590 1.57093  0.414
H: 0.27769 -2.46945 0.60206  0.608
H: -0.98312 -1.40494 -0.25818  0.609
H: -1.00688 -2.08670 2.58183  0.377
H: -0.16196 -0.48007 2.72193  0.314
H: -2.64478 -0.31452 3.10912  0.383
H: -2.17030 0.78834 1.73561  0.015
H: -3.04936 -1.52394 0.20591  0.364
H: -3.86404 -1.82358 1.80869  0.324
H: 0.56339 1.67016 -0.96435  0.441
H: -0.90589 0.83768 -0.28986  -0.072
H: 0.29551 1.57327 2.20853  0.276
H: -0.83212 2.58019 1.18856  0.438
H: 0.78962 5.29169 0.63059  0.322
H: 1.44732 -2.00355 -1.28147  0.364
H: 0.65736 -0.57569 -2.10202  0.275
H: 4.44321 -1.23956 -3.15084  0.397
H: 3.01603 -2.44471 -2.75898  0.311
H: 2.79507 -0.92978 -3.86159  0.358
H: 3.90978 1.31748 -2.88775  0.306
H: 2.12337 1.03313 -3.22514  0.432
H: 2.55915 1.91508 -1.68847  0.250
Br: -1.02393 -3.77612 0.13604  -0.734

Forces on atoms 1 to 2 (eV/Å):
-0.3728 0.6489 0.4872
1.4170 0.4883 3.0636

Results
total charge: -1
M: 590.4 g/mol
electronic energy: -4854.4571 Eh
multiplicity: 2
Kohn-Sham gap (spin up / spin down): 3.2 / 3.2 eV